{
  "formula": "C31H27IN5O2PtS",
  "method": "ωB97M-V/def2-TZVPD",
  "multiplicity": 1,
  "e_lumo_ha": -0.36130,
  "e_homo_ev": -16.109,
  "charge": 3,
  "relative_energy_kj_mol": 0.0,
  "species": ["Pt", "I", "C", "C", "C", "C", "C", "C", "C", "C", "C", "C", "H", "H", "H", "H", "H", "H", "C", "N", "C", "C", "N", "C", "S", "C", "C", "C", "C", "C", "N", "H", "H", "H", "H", "H", "H", "H", "H", "H", "O", "C", "C", "C", "C", "N", "C", "C", "C", "C", "C", "C", "O", "C", "C", "N", "H", "H", "H", "H", "H", "H", "H", "H", "H", "H", "H", "H"],
  "xyz": [[-0.6166, 0.1219, -0.2343], [-2.0678, -1.9558, -0.5986], [-2.4989, -2.0834, 1.4481], [-3.2483, -3.1076, 1.9322], [-3.5198, -3.1265, 3.3192], [-3.0352, -2.1393, 4.1246], [-2.2546, -1.0722, 3.6093], [-1.7539, -0.0538, 4.4565], [-1.0200, 0.9758, 3.9493], [-0.7403, 1.0301, 2.5628], [-1.1808, 0.0485, 1.7199], [-1.9706, -1.0247, 2.2175], [-3.6286, -3.8966, 1.2968], [-4.1138, -3.9321, 3.7275], [-3.2417, -2.1565, 5.1871], [-1.9642, -0.1101, 5.5169], [-0.6432, 1.7547, 4.5984], [-0.1520, 1.8586, 2.1866], [-4.7235, 2.7918, 1.2097], [-3.3502, 3.2743, 1.0060], [-2.8408, 4.4431, 1.5407], [-1.5535, 4.5391, 1.1621], [-1.2840, 3.4181, 0.3761], [-2.3987, 2.6614, 0.3021], [-2.6285, 1.1997, -0.5712], [-0.0484, 3.1953, -0.2852], [0.5876, 4.2937, -0.8304], [1.8689, 4.1536, -1.3350], [2.4747, 2.9107, -1.2514], [1.7550, 1.8525, -0.7446], [0.4900, 1.9609, -0.2800], [-5.3553, 3.6512, 1.4123], [-4.7452, 2.1054, 2.0538], [-5.0748, 2.2937, 0.3116], [-3.4383, 5.0976, 2.1520], [-0.8045, 5.2761, 1.3907], [0.0746, 5.2448, -0.8552], [2.3814, 5.0001, -1.7725], [3.4894, 2.7501, -1.5864], [2.2039, 0.8765, -0.6882], [2.5239, -3.0524, -5.6314], [1.3693, -2.2986, -5.8971], [0.9526, -1.6159, -4.6274], [-0.0623, -0.6598, -4.6198], [-0.4196, -0.0722, -3.4277], [0.1871, -0.3745, -2.2681], [1.1582, -1.3035, -2.2574], [1.5617, -1.9366, -3.4193], [1.7528, -1.5821, -0.9262], [2.9066, -2.3238, -0.7689], [3.4803, -2.4758, 0.4909], [4.7341, -3.2752, 0.6952], [5.3780, -2.7574, 1.8314], [2.8584, -1.8473, 1.5638], [1.7016, -1.1306, 1.3507], [1.1484, -0.9952, 0.1350], [2.8498, -3.4545, -6.4442], [0.5360, -2.9307, -6.2306], [1.5306, -1.5401, -6.6707], [-0.5741, -0.3781, -5.5309], [-1.2013, 0.6766, -3.3817], [2.3376, -2.6866, -3.4176], [3.3835, -2.7670, -1.6318], [5.3551, -3.2286, -0.2047], [4.4402, -4.3244, 0.8371], [6.2047, -3.2283, 1.9865], [3.2846, -1.9072, 2.5549], [1.1927, -0.6514, 2.1733]],
  "forces_ev_per_angstrom": [[0.731, -0.316, -0.023], [0.109, -0.542, 0.083], [-0.005, 0.134, 0.050], [0.002, -0.021, 0.037], [-0.002, -0.026, -0.053], [0.027, 0.040, 0.040], [-0.041, -0.036, 0.001], [-0.026, -0.015, 0.028], [0.018, 0.029, -0.055], [-0.050, -0.011, 0.135], [0.015, 0.480, 0.008], [0.044, -0.006, 0.049], [-0.017, 0.009, -0.005], [0.005, -0.005, 0.000], [0.002, -0.006, 0.000], [-0.015, 0.006, -0.002], [0.012, -0.006, 0.005], [0.025, -0.063, 0.075], [0.046, -0.014, 0.014], [0.034, 0.077, -0.033], [0.002, -0.011, 0.024], [0.007, -0.031, -0.013], [0.022, -0.067, -0.097], [-0.122, -0.041, 0.120], [-0.158, 0.262, -0.485], [-0.197, 0.001, 0.200], [0.050, 0.016, 0.034], [-0.005, -0.023, 0.008], [0.016, 0.053, 0.027], [-0.077, 0.023, 0.039], [0.158, -0.080, -0.149], [-0.008, -0.005, 0.004], [0.003, -0.010, -0.003], [-0.012, 0.015, -0.005], [-0.008, 0.002, -0.008], [0.008, -0.004, 0.004], [0.000, 0.002, -0.002], [0.004, 0.002, 0.008], [-0.003, -0.008, -0.005], [-0.027, -0.055, -0.066], [0.005, 0.015, -0.020], [-0.008, -0.037, 0.007], [-0.046, 0.027, -0.029], [0.029, -0.061, -0.019], [0.095, 0.117, 0.038], [-0.562, 0.286, -0.022], [0.001, -0.051, 0.074], [0.033, 0.032, 0.042], [-0.025, 0.083, -0.134], [-0.008, -0.067, 0.045], [-0.013, 0.024, -0.022], [-0.010, -0.017, 0.058], [0.024, -0.015, -0.039], [0.030, 0.036, -0.013], [-0.080, -0.064, 0.069], [0.024, -0.147, -0.041], [-0.016, -0.014, 0.015], [-0.007, 0.016, -0.009], [0.031, 0.016, 0.017], [0.006, 0.011, 0.001], [-0.008, -0.019, 0.016], [0.007, 0.005, -0.005], [0.003, 0.011, -0.007], [0.013, 0.053, 0.004], [-0.002, -0.005, -0.042], [-0.028, -0.015, 0.027], [-0.005, -0.007, 0.001], [-0.047, 0.039, -0.003]],
  "mulliken_charge": [1.126, 0.227, 1.043, -0.614, -0.772, -1.073, 0.826, -1.058, -1.114, 0.894, 0.042, -0.552, 0.469, 0.444, 0.483, 0.461, 0.521, 0.441, -0.814, 0.166, -0.648, -0.394, 0.470, 0.152, -0.415, 0.366, -0.921, -0.694, -1.074, 0.166, 0.320, 0.362, 0.315, 0.371, 0.529, 0.575, 0.632, 0.479, 0.525, 0.361, -0.502, -0.604, -0.050, -0.986, -0.521, 0.088, 0.686, -0.466, 0.533, -0.592, 0.120, -0.726, -0.515, -1.008, -0.122, -0.172, 0.336, 0.350, 0.391, 0.510, 0.533, 0.609, 0.448, 0.418, 0.329, 0.333, 0.524, 0.437]
}